Below is a structure of composition C10H15Cl2NSYb in a non-equilibrium geometry, with properties calculated with ωB97M-V with the def2-TZVPD basis set.

The geometry in XYZ format:
```
30
C10H15Cl2NSYb, DFT ωB97M-V with the def2-TZVPD basis set
Yb -0.767 1.975 3.643
Cl -2.800 2.598 2.358
Cl 1.421 1.808 4.739
C 1.371 -0.319 -0.259
H 2.068 -1.000 0.257
H 1.876 0.706 -0.137
C -0.196 -0.298 -0.702
C 0.930 -0.846 -1.555
H -0.611 -0.936 0.085
C 1.381 -0.104 -2.793
H 0.938 -1.948 -1.657
C 0.870 1.343 -2.742
H 2.492 -0.104 -2.848
H 0.947 -0.620 -3.670
C -0.650 1.358 -2.660
H 1.256 1.808 -1.836
H 1.211 1.898 -3.614
C -1.174 0.661 -1.367
H -1.057 2.371 -2.720
H -1.048 0.842 -3.540
H -1.400 1.404 -0.568
H -2.152 0.149 -1.618
S -1.676 -2.585 2.167
C -0.147 -2.642 3.000
C 0.246 -1.387 3.426
N -0.662 -0.382 3.089
C -1.685 -0.847 2.345
H 0.389 -3.567 3.175
H 1.127 -1.131 4.019
H -2.495 -0.205 1.986
```

Results
- 2S+1: 2
- LUMO energy (alpha / beta): 2.30 / 2.20 eV
- Total charge: -1
- HOMO level (alpha / beta): -0.027 / -3.232 eV


Below is a cluster of 6 separate species, C10H15ClN5O4 in total in a non-equilibrium geometry, with properties calculated with ωB97M-V with the def2-TZVPD basis set.

The geometry in XYZ format:
```
35
C10H15ClN5O4, DFT ωB97M-V with the def2-TZVPD basis set
Cl 0.320 -1.937 -0.343
O 0.375 -0.565 -0.001
O -0.988 -2.228 -0.948
O 1.325 -2.378 -1.260
O 0.436 -2.722 0.871
C -3.333 -0.495 0.557
C -4.531 -0.273 -0.272
N -5.450 -0.040 -0.911
H -2.463 -0.255 -0.049
H -3.323 -1.525 0.903
H -3.460 0.159 1.419
C 0.377 0.649 2.967
C 0.670 -0.588 3.645
N 0.883 -1.553 4.230
H 1.026 0.629 2.089
H 0.747 1.391 3.682
H -0.647 0.901 2.710
C -1.624 0.498 -2.924
C -1.759 1.532 -3.920
N -1.860 2.361 -4.707
H -2.405 0.490 -2.170
H -0.676 0.611 -2.390
H -1.474 -0.441 -3.458
C 0.242 2.787 0.053
C 1.018 2.553 -1.180
N 1.620 2.371 -2.138
H -0.613 3.443 -0.092
H 0.871 3.314 0.777
H -0.021 1.885 0.598
C 4.252 -1.563 -0.053
C 3.810 -2.166 1.212
N 3.446 -2.517 2.249
H 4.371 -2.334 -0.815
H 5.254 -1.177 0.140
H 3.582 -0.818 -0.471
```

Results
- ΔE to the lowest compared entry with this formula, charge and spin: 9.3 kcal/mol
- 2S+1: 1
- LUMO energy: 2.42 eV
- Total charge: -1
- HOMO level: -6.596 eV


Below is a cluster of 4 separate species, C10H15ClNO6 in total in a non-equilibrium geometry, with properties calculated with ωB97M-V with the def2-TZVPD basis set.

The geometry in XYZ format:
```
33
C10H15ClNO6, DFT ωB97M-V with the def2-TZVPD basis set
Cl -0.329 -1.000 -2.626
C 2.074 -4.135 1.819
C 2.144 -3.323 0.554
C 1.147 -2.169 0.377
C 1.061 -1.293 1.534
N 1.008 -0.550 2.441
H 2.604 -5.073 1.658
H 1.021 -4.290 2.056
H 2.527 -3.603 2.656
H 1.803 -3.980 -0.246
H 3.172 -3.047 0.318
H 0.160 -2.447 0.006
H 1.467 -1.587 -0.487
C 0.833 1.680 -1.075
C 1.767 1.680 0.130
O 2.137 3.015 0.351
C 1.366 3.753 -0.356
O 1.388 4.986 -0.338
O 0.544 3.057 -1.135
H -0.143 1.209 -0.950
H 1.275 1.320 -2.003
H 2.604 0.991 0.021
H 1.070 1.319 0.886
C -3.143 0.726 0.124
C -3.361 0.767 -1.329
O -3.384 2.125 -1.688
C -3.335 2.870 -0.488
O -3.208 4.068 -0.353
O -3.219 2.003 0.592
H -2.293 0.089 0.370
H -4.020 0.218 0.523
H -4.296 0.280 -1.606
H -2.443 0.342 -1.735
```

Results
- ΔE to the lowest compared entry with this formula, charge and spin: 0.0 kcal/mol
- 2S+1: 1
- LUMO energy: 2.91 eV
- Total charge: -1
- HOMO level: -5.267 eV